One molecule with the formula C19H20ClNO3S. Source: the OMol25 dataset; level of theory: ωB97M-V/def2-TZVPD.

Each line ends with the natural charge from an NBO analysis.
Cartesian coordinates (Å):
Cl (0.76, 0.55, -3.89)  0.008
S (3.42, 3.01, 1.22)  0.231
O (0.70, -3.84, 0.74)  -0.618
O (2.05, -0.81, 1.29)  -0.506
O (0.36, 0.61, 0.91)  -0.617
N (-0.66, -2.03, 0.87)  -0.632
C (-3.06, -1.27, -0.50)  -0.035
C (3.27, 1.21, -0.87)  -0.162
C (2.70, 2.32, -0.25)  -0.206
C (-3.45, 1.41, -1.17)  -0.222
C (-1.89, -2.74, 1.13)  -0.215
C (3.39, 1.56, 2.33)  -0.508
C (1.97, 1.10, 2.64)  -0.523
C (-4.23, 0.82, -0.19)  -0.218
C (1.52, 1.25, -2.50)  -0.030
C (2.67, 0.67, -1.99)  -0.260
C (1.36, 0.30, 1.51)  0.827
C (0.51, -2.65, 0.65)  0.646
C (-2.29, -0.66, -1.48)  -0.229
C (1.56, 2.91, -0.78)  -0.187
C (1.64, -1.68, 0.24)  -0.168
C (0.97, 2.38, -1.91)  -0.219
C (-4.03, -0.51, 0.14)  -0.173
C (-2.48, 0.66, -1.82)  -0.190
C (-2.81, -2.69, -0.10)  -0.428
H (-0.73, -1.04, 0.69)  0.437
H (-1.62, -3.77, 1.37)  0.235
H (1.33, 1.96, 2.84)  0.241
H (-4.65, -0.97, 0.91)  0.201
H (-3.75, -3.19, 0.15)  0.217
H (3.89, 1.91, 3.23)  0.236
H (-1.88, 1.11, -2.59)  0.212
H (4.17, 0.77, -0.48)  0.217
H (2.53, -2.27, -0.02)  0.219
H (1.14, 3.78, -0.30)  0.231
H (0.07, 2.82, -2.31)  0.230
H (3.10, -0.19, -2.48)  0.232
H (2.00, 0.46, 3.52)  0.242
H (-2.34, -3.24, -0.92)  0.217
H (-1.53, -1.24, -2.00)  0.214
H (1.31, -1.09, -0.62)  0.212
H (3.98, 0.76, 1.89)  0.225
H (-2.38, -2.28, 1.99)  0.193
H (-3.60, 2.45, -1.42)  0.211
H (-4.99, 1.39, 0.32)  0.211

## Properties
Energy in eV: -51019.1831
SMILES: O=C(COC(=O)CCSc1ccc(Cl)cc1)NCCc1ccccc1
Relative energy (zero: lowest compared OMol25 entry of this formula, charge and spin) in kcal/mol: 4.93



One molecule with the formula C20H28N4O3. Source: the OMol25 dataset; level of theory: ωB97M-V/def2-TZVPD.

Each line ends with the natural charge from an NBO analysis.
Cartesian coordinates (Å):
O (2.08, 0.08, 1.26)  -0.679
O (-1.14, 2.61, 2.48)  -0.674
O (-5.44, 0.38, 2.70)  -0.642
N (-3.57, 1.57, 3.16)  -0.610
N (0.50, -2.38, 1.43)  -0.523
N (2.42, 2.15, 2.00)  -0.598
N (-0.68, 1.09, 0.94)  -0.600
C (-1.55, -3.65, -1.44)  -0.212
C (-5.56, 2.02, 4.43)  -0.706
C (-0.38, -3.39, -0.70)  -0.240
C (0.53, 1.72, 0.41)  -0.145
C (-2.79, -3.15, -0.97)  -0.239
C (-0.46, -2.73, 0.50)  0.116
C (2.03, 1.59, -3.18)  -0.605
C (-2.69, 0.76, 2.33)  -0.114
C (-4.87, 1.28, 3.31)  0.676
C (-1.38, -1.43, 2.21)  -0.141
C (-0.07, -1.64, 2.45)  0.015
C (-1.40, 1.56, 1.92)  0.693
C (1.74, 2.24, -1.83)  -0.206
C (-2.85, -2.39, 0.24)  -0.221
C (-2.27, -0.55, 3.03)  -0.421
C (-1.68, -2.17, 0.98)  -0.047
C (2.12, 3.57, 2.20)  -0.427
C (0.62, 1.41, -1.09)  -0.387
C (1.73, 1.28, 1.27)  0.679
C (1.36, 3.71, -2.07)  -0.607
H (2.64, 2.25, -1.21)  0.192
H (0.44, -1.19, 3.25)  0.217
H (-3.66, -3.42, -1.50)  0.212
H (2.55, 0.65, -2.92)  0.211
H (1.50, -2.43, 1.31)  0.427
H (-3.80, -2.02, 0.61)  0.224
H (2.87, 3.98, 2.86)  0.213
H (-3.19, 0.53, 1.38)  0.230
H (-0.36, 1.59, -1.61)  0.218
H (-3.14, -1.11, 3.28)  0.233
H (0.42, 2.80, 0.55)  0.225
H (2.07, 4.18, -2.74)  0.210
H (3.29, 1.74, 2.41)  0.414
H (-5.26, 3.07, 4.41)  0.216
H (2.11, 4.12, 1.27)  0.194
H (-3.19, 2.28, 3.76)  0.414
H (1.14, 1.36, -3.73)  0.209
H (-0.90, 0.15, 0.62)  0.428
H (0.89, 0.36, -1.24)  0.223
H (-1.50, -4.18, -2.37)  0.213
H (-5.29, 1.57, 5.39)  0.233
H (0.60, -3.67, -1.04)  0.210
H (1.15, 3.70, 2.69)  0.235
H (-6.62, 1.89, 4.29)  0.242
H (0.40, 3.70, -2.54)  0.201
H (-1.81, -0.26, 3.92)  0.210
H (1.26, 4.25, -1.14)  0.199
H (2.71, 2.28, -3.74)  0.208

## Properties
Energy in eV: -33299.1727
SMILES: CNC(=O)[C@@H](CC(C)C)NC(=O)[C@@H](Cc1c[nH]c2ccccc12)NC(C)=O
Relative energy (zero: lowest compared OMol25 entry of this formula, charge and spin) in kcal/mol: 23.28



C4H6O3Tb as an isolated structure. Source: the OMol25 dataset; level of theory: ωB97M-V/def2-TZVPD.

Each line ends with the Mulliken spin population.
Cartesian coordinates (Å):
Tb (-4.37, -0.71, -1.20)  6.122
O (-2.03, -0.69, -1.48)  -0.029
O (-1.95, -0.70, -0.03)  0.022
O (3.27, -1.09, 0.13)  0.021
C (1.28, 0.27, 0.48)  0.005
C (-0.16, 1.07, 0.02)  0.694
C (2.13, -0.42, -0.31)  0.114
C (-1.38, 0.53, 0.52)  0.023
H (-0.12, 1.35, -1.04)  0.002
H (-1.76, 1.60, 0.03)  0.020
H (1.28, 0.08, 1.56)  0.002
H (1.93, -0.62, -1.37)  0.002
H (3.33, -1.02, 1.09)  -0.001
H (-1.47, 0.36, 1.60)  0.003

## Properties
Energy in eV: -32808.9572
2S+1: 8
Relative energy (zero: lowest compared OMol25 entry of this formula, charge and spin) in kcal/mol: 219.96



What did we get for max |F|? Answer: 0.8; 2.8; 7.8 eV/Å, in the order shown.